A 2-piece molecular cluster, C26H40Cl3FN3O3S overall at a distorted geometry. Source: the OMol25 dataset; level of theory: the ωB97M-V functional and the def2-TZVPD basis.

Each line ends with the Mulliken charge.
Cartesian coordinates (Å):
C1 1.18 0.02 4.32  -0.701
C2 1.46 -0.86 3.30  -0.657
C3 1.87 -0.37 1.94  -0.754
C4 0.66 -0.23 0.99  0.286
O1 -0.35 0.44 1.83  -0.294
C5 -1.40 -0.28 2.06  0.935
N1 -2.30 -0.99 2.30  -0.738
C6 0.25 -1.50 0.27  -1.028
N2 1.36 -2.26 -0.37  -0.214
C7 1.57 -3.48 0.01  0.755
C8 1.58 -4.55 -1.02  -1.466
C9 1.83 -3.87 1.43  -1.205
N3 -0.45 -0.96 -0.91  0.368
C10 -0.11 0.24 -1.18  -0.168
C11 -0.83 0.83 -2.39  0.057
C12 -0.37 2.17 -2.94  -1.567
F1 -2.19 0.85 -2.13  -0.303
C13 0.89 0.81 -0.19  1.679
C14 0.73 2.28 0.25  -2.105
C15 -0.69 2.88 0.14  -0.315
C16 -1.16 3.39 1.54  -1.196
C17 -2.66 3.07 1.78  -0.041
C18 -3.57 4.29 1.49  -0.865
C19 -4.92 3.83 0.95  -0.682
O2 -5.38 2.68 1.69  -0.298
C20 -5.93 1.74 0.86  0.140
O3 -7.11 1.73 0.62  -0.509
C21 -5.05 0.68 0.26  0.439
C22 -5.13 -0.57 0.70  -0.848
C23 2.38 0.65 -0.63  -1.411
S1 2.77 1.27 -2.29  -0.158
C24 3.38 -0.22 -3.13  -0.001
C25 2.28 -0.93 -3.95  -0.815
H1 0.15 0.11 4.68  0.225
H2 1.92 0.65 4.79  0.316
H3 1.42 -1.92 3.54  0.206
H4 2.64 -0.97 1.47  0.544
H5 2.31 0.62 2.08  0.459
H6 -0.30 -2.27 0.80  0.991
H7 1.96 -4.18 -1.97  0.269
H8 0.57 -4.93 -1.19  0.263
H9 2.21 -5.39 -0.74  0.446
H10 0.86 -3.86 1.95  0.346
H11 2.21 -4.89 1.51  0.529
H12 2.45 -3.15 1.94  0.244
H13 -1.12 -1.52 -1.41  0.448
H14 -0.70 0.09 -3.19  0.685
H15 0.06 2.04 -3.93  0.281
H16 -1.24 2.81 -3.06  0.454
H17 0.34 2.69 -2.32  0.347
H18 1.40 2.89 -0.36  0.835
H19 1.13 2.35 1.26  0.674
H20 -1.45 2.17 -0.18  -0.097
H21 -0.65 3.77 -0.48  0.777
H22 -0.62 2.89 2.34  0.207
H23 -1.00 4.46 1.65  0.659
H24 -2.96 2.19 1.22  -0.306
H25 -2.77 2.83 2.83  0.485
H26 -3.69 4.89 2.39  0.365
H27 -3.05 4.91 0.76  0.393
H28 -4.81 3.52 -0.09  0.343
H29 -5.66 4.62 1.06  0.413
H30 -4.37 0.90 -0.56  0.261
H31 -5.64 -0.83 1.62  0.291
H32 -4.69 -1.38 0.13  0.293
H33 2.96 1.23 0.09  0.475
H34 2.74 -0.37 -0.58  0.439
H35 3.72 -0.91 -2.37  -0.108
H36 4.16 0.06 -3.83  0.501
H37 1.61 -0.23 -4.42  0.205
H38 2.78 -1.52 -4.71  0.471
H39 1.74 -1.65 -3.32  0.053
C26 5.86 -5.08 -1.38  -0.091
Cl1 5.05 -5.81 0.01  -0.113
Cl2 5.85 -6.17 -2.76  -0.105
Cl3 5.10 -3.53 -1.79  -0.055
H40 6.89 -4.88 -1.10  0.360

Values from the calculation:
Max |F| (eV/A): 2.2
HOMO level (eV): -10.98
Total charge: +1
Relative energy (zero: lowest compared OMol25 entry of this formula, charge and spin) (eV): 1.783